{"formula": "C70H146F3N7O10Y", "method": "the ωB97M-V functional and the def2-TZVPD basis", "elements": ["Y", "C", "C", "C", "O", "H", "H", "H", "H", "H", "H", "H", "C", "O", "O", "C", "F", "F", "F", "C", "C", "H", "H", "H", "H", "H", "H", "C", "C", "C", "C", "C", "C", "N", "O", "C", "C", "C", "H", "H", "H", "H", "H", "H", "H", "H", "H", "H", "H", "H", "H", "H", "H", "H", "H", "H", "H", "C", "C", "C", "C", "C", "C", "N", "O", "C", "C", "C", "H", "H", "H", "H", "H", "H", "H", "H", "H", "H", "H", "H", "H", "H", "H", "H", "H", "H", "H", "C", "C", "C", "C", "C", "C", "N", "O", "C", "C", "C", "H", "H", "H", "H", "H", "H", "H", "H", "H", "H", "H", "H", "H", "H", "H", "H", "H", "H", "H", "C", "C", "C", "C", "C", "C", "N", "O", "C", "C", "C", "H", "H", "H", "H", "H", "H", "H", "H", "H", "H", "H", "H", "H", "H", "H", "H", "H", "H", "H", "C", "C", "C", "C", "C", "C", "N", "O", "C", "C", "C", "H", "H", "H", "H", "H", "H", "H", "H", "H", "H", "H", "H", "H", "H", "H", "H", "H", "H", "H", "C", "C", "C", "C", "C", "C", "N", "O", "C", "C", "C", "H", "H", "H", "H", "H", "H", "H", "H", "H", "H", "H", "H", "H", "H", "H", "H", "H", "H", "H", "C", "C", "C", "C", "C", "C", "N", "O", "C", "C", "C", "H", "H", "H", "H", "H", "H", "H", "H", "H", "H", "H", "H", "H", "H", "H", "H", "H", "H", "H"], "coordinates": [[16.415040, 14.618700, 16.293460], [17.692290, 10.481760, 15.612430], [16.251600, 10.957760, 15.723030], [15.576670, 10.065130, 16.721950], [16.104750, 12.345490, 15.941620], [18.105890, 10.757860, 16.582380], [18.159460, 11.134210, 14.874760], [17.864060, 9.421630, 15.426090], [15.916500, 10.672950, 14.725680], [14.519490, 10.325450, 16.670000], [15.718180, 10.350510, 17.764370], [15.697070, 8.992250, 16.571890], [13.879130, 15.092470, 18.621400], [13.818740, 13.903770, 17.924460], [14.966410, 15.639100, 17.963640], [12.521420, 15.912950, 18.529300], [11.333040, 15.437070, 18.943890], [12.562280, 17.062560, 19.153980], [12.233340, 16.189970, 17.224270], [13.074570, 12.830430, 18.490220], [12.263080, 12.396570, 17.238190], [12.875710, 12.333500, 16.338860], [11.693610, 11.500150, 17.483610], [11.579300, 13.150370, 16.847900], [12.221830, 13.152100, 19.088120], [13.600160, 11.953640, 18.868480], [14.112510, 14.864340, 19.661390], [7.409110, 19.852480, 18.629330], [7.939140, 20.977310, 17.733370], [9.140000, 21.582600, 18.473570], [10.397030, 20.627920, 18.398560], [10.727020, 20.402230, 16.899830], [9.576160, 19.901680, 16.038160], [8.300490, 20.633770, 16.320500], [7.289710, 20.221660, 15.622710], [9.929820, 20.103100, 14.513050], [9.406170, 18.362740, 16.280370], [6.931600, 22.213860, 17.731320], [8.015930, 19.591690, 19.496420], [7.218090, 18.912630, 18.111350], [6.413000, 20.127430, 18.976100], [9.326020, 22.608980, 18.157260], [9.024820, 21.572600, 19.557420], [10.125290, 19.669640, 18.841240], [11.273590, 21.031910, 18.905060], [11.634450, 19.821550, 16.734060], [11.051400, 21.423420, 16.699750], [10.892900, 19.630100, 14.321090], [9.197560, 19.591190, 13.888680], [10.006850, 21.188830, 14.455100], [10.258290, 17.744310, 15.998350], [9.392640, 18.097910, 17.337630], [8.518800, 17.996410, 15.764170], [5.870590, 21.982380, 17.637670], [7.185380, 22.806500, 16.852410], [7.093680, 22.855850, 18.597160], [7.354200, 20.883820, 14.930620], [13.833970, 14.530510, 12.029100], [15.102690, 15.092980, 12.593300], [15.793010, 16.019180, 11.474800], [15.219240, 17.475880, 11.310440], [15.360560, 18.072280, 12.738170], [14.740150, 17.273880, 13.887640], [15.153660, 15.884510, 13.934030], [14.438960, 15.353070, 15.002990], [15.125160, 18.003680, 15.233760], [13.191370, 17.383090, 13.676410], [15.942660, 13.827960, 12.989020], [13.255590, 13.926470, 12.728190], [13.990720, 13.847350, 11.194350], [13.313790, 15.374290, 11.575720], [16.818640, 16.061580, 11.841390], [15.827720, 15.470050, 10.533860], [14.205420, 17.573530, 10.922200], [15.817720, 18.016440, 10.577150], [15.187220, 19.145620, 12.660830], [16.423010, 18.027840, 12.977610], [15.008360, 19.064660, 15.012890], [14.478360, 17.795780, 16.086130], [16.131830, 17.813620, 15.606040], [12.985590, 18.395130, 13.327780], [12.747110, 16.643170, 13.010630], [12.721120, 17.130090, 14.626650], [15.284150, 13.245910, 13.633760], [16.874560, 14.090200, 13.489910], [16.193930, 13.282610, 12.079320], [13.532970, 15.578550, 14.779510], [9.452530, 10.588490, 12.765430], [10.822520, 10.903920, 11.975500], [11.936150, 11.004980, 13.053780], [13.252240, 10.939180, 12.362470], [13.365690, 9.483360, 11.723110], [12.339800, 9.306610, 10.567670], [11.046120, 9.766490, 11.015960], [9.971900, 9.562530, 10.102260], [12.819000, 10.065610, 9.269710], [12.208310, 7.760630, 10.301760], [10.636630, 12.170780, 11.151630], [8.565930, 10.616700, 12.132000], [9.214270, 11.236470, 13.608910], [9.470530, 9.649290, 13.318310], [11.951570, 11.985020, 13.530620], [11.884220, 10.246370, 13.834750], [14.091320, 11.128330, 13.032000], [13.352640, 11.705440, 11.593790], [13.204200, 8.746680, 12.510080], [14.401830, 9.397210, 11.395860], [12.465030, 9.539930, 8.382880], [12.592040, 11.128380, 9.354040], [13.888750, 10.236080, 9.148520], [11.812000, 7.567410, 9.304910], [13.188620, 7.316350, 10.129430], [11.519520, 7.374020, 11.052900], [10.569620, 13.032190, 11.816150], [9.687270, 12.171300, 10.616080], [11.420170, 12.456600, 10.449860], [9.226680, 9.396520, 10.684240], [5.756220, 16.037460, 17.208800], [5.730640, 14.974160, 18.200710], [4.667650, 13.918570, 17.780000], [5.170020, 12.490670, 17.980890], [6.538340, 12.320520, 17.207210], [7.668260, 13.291600, 17.754680], [7.040080, 14.454270, 18.491770], [7.986980, 15.264030, 19.156620], [8.696090, 12.554110, 18.682650], [8.406340, 13.948790, 16.506500], [5.144600, 15.536110, 19.565870], [4.824010, 16.234030, 16.679230], [6.593450, 15.755100, 16.570500], [5.945550, 16.982270, 17.718300], [3.800480, 14.013410, 18.433540], [4.330730, 14.006090, 16.747080], [4.499930, 11.739270, 17.563170], [5.253760, 12.200850, 19.028310], [6.309500, 12.428260, 16.146970], [6.869600, 11.284610, 17.279760], [9.567680, 13.138870, 18.976750], [8.139000, 12.314680, 19.588430], [9.082670, 11.725760, 18.088930], [8.933870, 14.851100, 16.815760], [9.173970, 13.230780, 16.217850], [7.765450, 14.272300, 15.686320], [4.088330, 15.780280, 19.678820], [5.685160, 16.448220, 19.818780], [5.645880, 15.008320, 20.377200], [8.190780, 15.856760, 18.429480], [18.249350, 17.122920, 18.470330], [18.558480, 15.899800, 19.468720], [17.976020, 16.290210, 20.910090], [17.825990, 15.090270, 21.853010], [17.197110, 13.860810, 21.241920], [17.875520, 13.428710, 19.940530], [17.943090, 14.652690, 19.005970], [18.370320, 14.166880, 17.807660], [19.257560, 12.807260, 20.428780], [16.958960, 12.377840, 19.314620], [20.113060, 15.783720, 19.451240], [17.343800, 17.724680, 18.547530], [18.095670, 16.758040, 17.454780], [19.012990, 17.900680, 18.477630], [18.764780, 16.939930, 21.289300], [17.045950, 16.855270, 20.848600], [17.130570, 15.328510, 22.657820], [18.813510, 14.820660, 22.227470], [16.128810, 14.069250, 21.183690], [17.239980, 13.001150, 21.910690], [19.732200, 12.461050, 19.510650], [19.960780, 13.536820, 20.830440], [19.182010, 12.027820, 21.186980], [17.088510, 11.383290, 19.741470], [15.948830, 12.722430, 19.535980], [17.198440, 12.140050, 18.278180], [20.537680, 15.755720, 20.454750], [20.601220, 16.688010, 19.087840], [20.483340, 14.835650, 19.061160], [19.195370, 13.747360, 18.062370], [12.405730, 11.635160, 22.257020], [13.461890, 11.700810, 23.430010], [13.852240, 13.276600, 23.463210], [14.424990, 13.679930, 24.824560], [13.556660, 13.235210, 26.035200], [13.343690, 11.750750, 26.025100], [12.753480, 11.320560, 24.688520], [12.191690, 10.068740, 24.742890], [14.568200, 10.945440, 26.371670], [12.272740, 11.454430, 27.186460], [14.810640, 10.958170, 22.904260], [11.482160, 12.191270, 22.417850], [12.109970, 10.666000, 21.855320], [12.789070, 12.171850, 21.389190], [14.544810, 13.592980, 22.683250], [13.051780, 14.003720, 23.326640], [14.466240, 14.760080, 24.964850], [15.494470, 13.469940, 24.839720], [12.635840, 13.776010, 25.816730], [14.090680, 13.547640, 26.932580], [15.450150, 11.359260, 25.882770], [14.691630, 11.097720, 27.443910], [14.416220, 9.869390, 26.456030], [12.613660, 12.127750, 27.972910], [11.231040, 11.610990, 26.906350], [12.371530, 10.462920, 27.628330], [14.647430, 9.888170, 22.775570], [15.752810, 10.972540, 23.452180], [14.877780, 11.353670, 21.890770], [11.324700, 10.336860, 25.056020], [9.395660, 15.281390, 23.701020], [10.149880, 16.595250, 24.075260], [11.288110, 16.183550, 24.978360], [12.249760, 17.352030, 25.223260], [12.807600, 18.037960, 23.984210], [11.605290, 18.485720, 23.107430], [10.650990, 17.343160, 22.880530], [9.635390, 17.606400, 21.999700], [11.084420, 19.835630, 23.648730], [12.206700, 18.852320, 21.787080], [9.096690, 17.344280, 24.984640], [9.082560, 14.790470, 24.622470], [9.962130, 14.597700, 23.068740], [8.446450, 15.404200, 23.179470], [11.065720, 15.606800, 25.876140], [11.897280, 15.424340, 24.487840], [12.969090, 16.976820, 25.951200], [11.669070, 18.037790, 25.840220], [13.483100, 17.349770, 23.476100], [13.358210, 18.857970, 24.445210], [10.146500, 20.232120, 23.259870], [10.695050, 19.648510, 24.649470], [11.858350, 20.602460, 23.615540], [11.511650, 19.102720, 20.985630], [12.943390, 19.654190, 21.836010], [12.749410, 17.988270, 21.403700], [9.636520, 18.160350, 25.464970], [8.765130, 16.811210, 25.875710], [8.265320, 17.763910, 24.418220], [9.877690, 16.829260, 21.490840]], "atomic_forces_ev_per_a": [[-1.990, -1.755, 1.149], [0.660, 1.707, 0.768], [0.839, -0.251, -0.831], [-2.056, 0.870, 0.744], [0.675, 0.745, 0.286], [0.653, -0.237, 0.156], [0.393, -0.315, -0.177], [-0.293, 0.106, -0.139], [-1.049, 0.260, -0.340], [-0.506, -0.460, -0.315], [0.959, -0.138, 0.099], [0.162, 0.147, -0.073], [2.582, 0.055, -1.305], [-1.006, -1.970, 0.805], [-0.338, 1.461, 0.326], [-0.530, 0.439, -1.687], [0.032, -1.935, 0.787], [1.262, 1.438, 0.682], [0.759, 0.014, -0.524], [-2.521, 0.151, -3.115], [0.033, -0.414, -0.200], [0.600, -0.934, 0.261], [0.013, -0.242, -0.477], [-0.393, 0.410, 0.908], [0.702, 0.256, 1.061], [0.558, 0.502, 0.294], [-0.308, 0.357, 0.677], [-1.167, -0.806, -0.320], [-0.148, 1.322, 0.670], [2.108, -1.526, 0.258], [-0.989, -0.198, -1.574], [0.329, 1.334, 1.077], [-0.288, -1.565, -0.376], [5.509, 2.241, 4.608], [-3.369, -1.217, -2.884], [-0.121, -0.159, 1.981], [0.263, 0.123, 0.331], [0.414, -0.736, -0.977], [0.141, 0.242, -0.082], [0.211, 0.003, -0.341], [0.040, 0.069, 0.333], [0.353, -0.099, -0.211], [-1.015, 0.487, -0.015], [0.032, 0.044, 0.401], [-0.129, 0.027, 0.096], [-0.174, -0.471, 0.078], [-0.209, 0.222, -1.163], [0.090, 0.146, 0.021], [-0.127, 0.510, -0.143], [-0.120, -0.026, -0.888], [0.270, 0.348, -0.753], [-0.643, 0.322, 0.288], [-0.067, -0.043, 0.146], [0.052, -0.330, 0.134], [0.069, 0.169, -0.027], [-0.095, -0.272, 0.146], [-1.170, -0.321, -0.735], [-1.103, 0.776, -0.254], [2.071, -0.393, 0.512], [-0.535, -0.420, 1.054], [0.580, -1.284, 1.445], [1.855, -0.468, -1.128], [-1.416, 1.895, -0.053], [1.154, 0.560, -1.990], [-0.050, -1.277, -0.324], [-0.719, 0.010, -0.637], [0.359, -0.527, 0.828], [-0.452, 1.091, -0.927], [-0.323, 0.437, 0.242], [0.665, 0.034, 0.021], [-0.812, -0.299, 0.177], [0.218, 0.497, -0.263], [-0.220, -0.162, 0.042], [-0.236, -0.521, 0.186], [0.282, 0.057, 0.238], [-0.790, -0.050, 0.796], [0.435, 0.079, -0.234], [0.218, 0.135, 0.187], [-0.262, -0.340, -0.213], [0.286, -0.096, -0.510], [-0.430, -0.155, 0.313], [0.377, 0.248, -0.494], [-0.496, 0.839, 0.248], [0.369, -0.319, 0.056], [0.100, 0.068, 0.108], [-0.043, -0.283, 0.101], [-0.786, -0.448, 0.828], [0.662, 0.125, -0.079], [-1.600, -0.896, 0.052], [0.019, 0.734, -0.913], [0.987, -2.031, -0.743], [-0.139, 2.086, 0.256], [0.806, -0.672, -0.790], [-0.122, -0.236, 2.544], [0.824, 0.648, -0.159], [0.460, 0.146, 0.768], [0.134, 1.333, -1.205], [-0.346, 1.305, 0.644], [0.043, -0.035, -0.174], [0.412, 0.857, -0.295], [0.373, -0.518, -0.596], [-0.898, 0.106, 0.222], [-0.275, -0.114, -0.139], [0.024, -0.218, 0.236], [-0.197, -0.065, -0.221], [-0.139, -0.028, 0.019], [-0.177, -0.425, -0.482], [-0.289, 0.590, -0.063], [-1.096, -0.150, -0.413], [0.502, -1.077, 0.271], [-0.782, 0.277, 0.042], [0.205, -0.234, 1.094], [0.600, -0.484, 0.032], [-0.109, 0.156, 0.287], [0.113, -0.290, -0.160], [0.140, -0.556, 0.010], [-0.099, -0.341, 0.055], [0.549, 2.003, -1.014], [-2.518, -0.180, 2.796], [0.540, -1.734, 0.576], [1.327, -0.505, -0.868], [-0.494, 0.281, 1.617], [-0.117, 2.111, -1.314], [-0.119, -3.719, 0.747], [-1.118, -0.001, -1.038], [-0.984, 0.827, -0.894], [0.366, -0.803, 1.180], [2.319, 0.817, 0.339], [0.062, -0.396, -0.215], [-0.351, 0.693, -0.741], [0.529, 0.216, -0.270], [-0.106, 0.327, -0.295], [0.215, 0.281, -0.078], [-0.311, 0.174, -0.159], [0.288, 0.333, 0.138], [0.242, 0.581, -0.076], [0.202, -0.033, 0.278], [-0.235, 0.403, -0.164], [0.220, -0.602, -0.029], [-0.200, -0.425, 0.426], [0.246, -0.020, 0.216], [0.023, 0.098, -0.685], [-0.139, -0.554, -0.002], [0.050, -0.586, -0.249], [-0.133, 0.767, -0.569], [-1.045, -1.079, 0.195], [0.835, 0.821, 0.163], [-0.684, -0.557, 0.072], [0.088, 1.765, -0.296], [0.820, -0.970, -1.082], [0.145, -0.056, 0.125], [-0.147, 0.338, -0.268], [-0.264, 0.638, 1.669], [-2.506, -0.973, 2.938], [1.011, 0.300, -1.396], [-0.065, 1.141, -1.638], [0.699, -0.280, -0.041], [0.159, 0.099, 1.532], [-0.531, -0.545, 1.059], [0.765, -0.245, -0.403], [0.407, -0.473, -0.048], [-0.271, 0.270, 0.253], [0.031, -0.128, -0.382], [0.542, 0.436, 0.449], [-0.037, 0.134, 0.412], [-0.171, -0.026, -0.806], [0.167, 0.043, 0.258], [0.402, -0.747, 0.166], [-0.289, 0.210, 0.071], [-0.444, -0.160, -0.447], [0.059, 0.123, 0.747], [-0.203, -0.262, -0.799], [-0.534, 0.632, -0.226], [-0.334, -0.154, 0.523], [-0.048, -0.461, -0.788], [0.109, 0.395, -0.710], [0.696, -0.424, -1.194], [0.418, 0.145, -0.382], [-0.101, 0.993, -1.185], [-0.364, -0.291, 1.627], [0.571, 0.536, 0.295], [1.530, 0.044, -2.207], [-2.333, -2.219, -0.035], [1.677, 3.695, 0.295], [0.006, -0.860, -0.115], [0.233, 0.635, 1.635], [1.292, 0.084, -0.700], [-1.885, -0.430, 0.161], [-0.004, -0.071, 0.841], [0.260, -0.347, 0.493], [0.530, -0.024, -0.081], [0.228, -0.737, -0.165], [-0.923, -0.740, -0.252], [-0.222, 0.410, -0.594], [0.095, -0.809, 0.539], [-0.315, -0.172, 0.794], [-0.462, 0.062, 0.215], [0.121, -0.754, -0.182], [0.542, 0.595, 0.314], [0.064, -0.101, -1.322], [-0.580, 0.180, 0.166], [0.096, 0.342, -0.006], [-0.018, -0.214, -0.385], [-0.427, -0.141, 0.032], [-0.199, 0.860, 0.241], [0.614, 0.067, 0.049], [-0.432, -0.690, -0.154], [-0.115, 0.258, -0.618], [-2.367, -0.862, 1.005], [2.128, -0.043, -1.232], [-1.024, -0.873, 1.606], [-1.359, -0.965, 1.508], [0.348, 1.104, -0.757], [2.561, -0.279, 3.769], [-0.488, -0.061, -0.813], [-1.514, -0.813, 1.377], [0.736, -0.766, -1.847], [1.260, 1.113, -0.225], [0.439, -0.143, 0.099], [0.391, -0.079, 0.171], [0.010, 0.596, -0.183], [-0.860, 0.697, 0.299], [0.028, -0.147, -0.739], [0.682, 0.137, -0.311], [0.129, 0.613, -0.125], [-0.041, 0.132, -0.305], [0.137, 0.429, -0.886], [0.218, -0.156, -1.132], [0.734, 0.395, 0.603], [-0.105, -0.150, 0.169], [-0.346, 0.162, 0.287], [-0.109, 0.116, 0.355], [0.104, -0.124, -0.102], [-0.189, 0.451, -0.196], [-0.212, -0.712, -0.485], [-0.018, -0.172, 0.029], [-1.168, 0.152, -1.362]], "multiplicity": 2, "e_tot_ha": -4227.728726, "e_above_lowest_kcal_mol": 51.9, "orbital_gap_ev": [4.791, 8.063]}